Entry 1:
ORCA calculation (ωB97M-V/def2-TZVPD) on one molecule with the formula C8H9NO at a distorted geometry.

Calculated values
Energy relative to the best compared isomer or geometry (same formula, charge and spin) in kcal/mol: 75.18
Structure (SMILES): CC(=O)Nc1ccccc1
Spin multiplicity: 1
HOMO-LUMO gap in eV: 9.29

Element x y z (Å)
C: -0.77252 -0.77819 3.37348
C: -0.11289 -0.84697 2.01539
C: -0.19047 0.29306 -0.25543
C: -0.79761 1.36631 -0.87847
C: -0.43177 1.65303 -2.26036
C: 0.51624 0.81640 -2.89236
C: 0.99848 -0.22235 -2.24382
C: 0.74197 -0.56789 -0.90086
H: -0.54163 -1.67579 3.87237
H: -0.34422 0.11445 4.06031
H: -1.94160 -0.84763 3.14405
H: -1.49745 0.57937 1.23306
H: -1.38686 1.84595 -0.27090
H: -0.92646 2.41978 -2.66393
H: 0.74256 1.01168 -3.69725
H: 1.98201 -0.91322 -2.60949
H: 1.32080 -1.22073 -0.41125
N: -0.59906 0.09133 1.07588
O: 0.88472 -1.52920 1.75830


Entry 2:
ORCA calculation (ωB97M-V/def2-TZVPD) on a 2-piece molecular cluster, C31H43N4O overall at a distorted geometry.

Calculated values
Energy relative to the best compared isomer or geometry (same formula, charge and spin) in kcal/mol: 37.05
Total charge: +1
Spin multiplicity: 1
HOMO-LUMO gap in eV: 4.81

Element x y z (Å)
C: -0.16106 -2.67309 -5.31662
N: 0.46492 -1.43835 -4.94630
C: 0.81912 -0.50861 -5.96240
C: 1.44705 0.78972 -5.42657
C: 1.17325 1.03166 -3.96954
N: 0.91795 2.30853 -3.52211
C: 0.67864 3.39589 -4.48464
C: 0.74245 4.72526 -3.73892
O: -0.23593 4.77011 -2.68836
C: 0.08461 3.79176 -1.70161
C: 0.20467 2.37538 -2.26349
C: 1.18912 -0.04123 -3.12565
C: 1.20658 -1.40711 -3.69376
H: 0.28381 -3.52626 -4.77877
H: -1.23859 -2.65068 -5.04025
H: -0.11890 -2.86285 -6.40159
H: 1.53172 -0.98169 -6.67052
H: -0.10027 -0.27759 -6.53857
H: 2.53150 0.68915 -5.57806
H: 1.10116 1.60436 -6.06614
H: 1.42526 3.41358 -5.29129
H: -0.32669 3.30120 -4.94367
H: 1.76686 4.85306 -3.33811
H: 0.47127 5.57370 -4.37974
H: 1.03972 4.05224 -1.19320
H: -0.74668 3.81426 -0.97731
H: -0.81527 1.95217 -2.37783
H: 0.72902 1.77304 -1.51357
H: 1.20235 -0.00014 -2.03684
H: 0.70559 -2.10373 -3.00503
H: 2.24370 -1.77627 -3.84287
C: -6.85671 0.25434 5.56574
C: -7.31675 -0.57597 4.37196
C: -6.10531 -0.69720 3.42768
N: -5.16488 0.31615 3.87463
C: -3.96952 0.56811 3.25501
C: -3.33136 1.83034 3.40404
C: -2.15840 2.11299 2.72931
C: -1.43202 1.08553 2.05287
C: -0.16128 1.32589 1.44943
C: 0.96233 0.46088 1.53597
C: 1.21981 -0.34658 2.69465
C: 2.34611 -1.14580 2.78322
C: 3.13144 -1.39756 1.62035
N: 4.12972 -2.33564 1.61049
C: 4.96623 -2.62457 2.77004
C: 6.07103 -3.56342 2.25913
C: 5.76939 -3.85529 0.78467
C: 4.69178 -2.84870 0.37114
C: 2.86015 -0.63568 0.45435
C: 1.92550 0.37328 0.48666
C: -2.05783 -0.19816 1.95780
C: -3.33020 -0.41868 2.45171
C: -5.53619 0.92619 5.14317
H: -7.58912 1.01634 5.83417
H: -6.66581 -0.37796 6.43714
H: -7.67897 -1.56189 4.66196
H: -8.11168 -0.04696 3.83993
H: -5.65774 -1.70340 3.48893
H: -6.39357 -0.56033 2.37116
H: -3.81783 2.60136 4.00543
H: -1.74755 3.12206 2.73721
H: -0.02645 2.27560 0.93207
H: 0.53030 -0.25667 3.53198
H: 2.62644 -1.62299 3.72319
H: 5.40179 -1.69612 3.18065
H: 4.39125 -3.06700 3.59823
H: 7.03528 -3.05604 2.35094
H: 6.09620 -4.47845 2.85219
H: 6.64975 -3.73322 0.15047
H: 5.38504 -4.87095 0.66581
H: 3.93212 -3.28158 -0.29747
H: 5.16576 -2.03246 -0.19734
H: 3.46672 -0.80032 -0.44449
H: 1.91510 1.11081 -0.31468
H: -1.52715 -0.99429 1.42926
H: -3.84170 -1.36760 2.26600
H: -5.65977 2.01921 5.04949
H: -4.74839 0.78491 5.90708


Entry 3:
ORCA calculation (ωB97M-V/def2-TZVPD) on one molecule with the formula C2H3N3O2 at a distorted geometry.

Calculated values
Energy relative to the best compared isomer or geometry (same formula, charge and spin) in kcal/mol: 48.56
Structure (SMILES): Nc1nc(=O)[nH]o1
Spin multiplicity: 1
HOMO-LUMO gap in eV: 10.53

Element x y z (Å)
C: 0.84419 -0.28823 0.39914
C: -1.05441 0.60868 -0.12408
H: 1.91167 -0.53720 1.98960
H: 2.25697 -1.62028 0.72867
H: -1.06423 -0.69930 -1.89938
N: 1.94748 -0.76726 0.94533
N: -0.06753 0.39557 0.90135
N: -0.52212 -0.05289 -1.17388
O: -2.05855 1.22681 -0.05145
O: 0.64005 -0.73854 -0.84590


Entry 4:
ORCA calculation (ωB97M-V/def2-TZVPD) on an isolated ion of composition C2H5N2O and charge +1 at a distorted geometry.

Calculated values
Energy relative to the best compared isomer or geometry (same formula, charge and spin) in kcal/mol: 127.90
Total charge: +1
Spin multiplicity: 1
HOMO-LUMO gap (alpha / beta) in eV: 8.25 / 9.18

Element x y z (Å)
C: -1.15574 -0.00154 -0.07194
C: 1.16202 0.04778 0.32437
N: -0.21198 0.14631 0.88296
N: -1.00408 -0.38387 -1.25968
O: 1.10898 -0.91158 -0.56342
H: -2.17158 0.53574 0.08408
H: 1.46779 1.07749 0.05207
H: 1.94647 -0.45954 0.99491
H: -0.59708 0.82963 1.53511
H: -0.54479 -0.88043 -1.97845


Entry 5:
ORCA calculation (ωB97M-V/def2-TZVPD) on a 8-piece molecular cluster, C19H46F30N3O2P5 overall at a distorted geometry.

Calculated values
Total charge: -3
Spin multiplicity: 2
HOMO-LUMO gap (alpha / beta) in eV: 3.47 / 7.37

Element x y z (Å)
C: 2.69524 -6.84552 -0.86692
C: 2.91777 -6.28197 0.51841
O: 2.53241 -5.16334 0.94835
N: 3.71417 -7.10575 1.59004
H: 4.62352 -7.41727 1.27999
H: 3.86650 -6.51114 2.39212
C: 2.87314 -8.30895 1.98485
H: 2.47193 -7.90528 -0.99003
H: 3.67490 -6.81682 -1.34391
H: 1.91497 -6.33319 -1.42976
H: 1.91758 -8.09581 2.46398
H: 3.41904 -8.85528 2.75401
H: 2.68580 -8.98623 1.15161
C: 0.36201 -3.01680 -0.07640
N: -0.27033 -1.59635 -0.11132
C: 0.79401 -0.47870 0.36518
C: -0.60624 -1.24209 -1.53097
C: -1.51369 -1.71090 0.89109
C: -2.74714 -2.50883 0.38499
O: -2.58724 -3.91403 0.38171
H: 1.28845 -2.96590 -0.64842
H: -0.32033 -3.82643 -0.33525
H: 0.63756 -3.26981 0.94740
H: 0.40964 0.48927 0.04366
H: 1.82500 -0.60935 0.03640
H: 0.70428 -0.49903 1.45129
H: 0.28954 -1.28324 -2.15062
H: -0.86304 -0.18290 -1.54758
H: -1.49068 -1.83890 -1.75389
H: -1.89655 -0.71261 1.10300
H: -1.15572 -2.08945 1.84850
H: -3.11747 -2.40029 -0.63441
H: -3.61021 -2.20483 0.97725
H: -3.38110 -4.32568 0.03254
C: 0.50847 7.86723 3.24932
C: -0.45725 6.74867 3.43743
C: -0.43954 5.46410 2.61427
C: -0.41974 5.78225 1.12987
N: 0.15498 4.75006 0.14079
C: 0.62873 5.22194 -1.26097
C: 0.35087 4.06012 -2.18368
C: -0.55258 3.01638 -1.54172
C: -1.00408 3.80793 -0.31761
C: 1.29460 3.81669 0.67752
C: 2.46913 4.56921 1.31174
C: 3.48922 3.67058 2.05882
H: 1.51601 7.45295 3.21284
H: 0.26437 8.46570 4.12701
H: 0.31832 8.57201 2.43985
H: -1.51137 7.02302 3.47799
H: -0.38884 6.49663 4.49569
H: -1.32077 4.87388 2.86561
H: 0.41266 4.90544 3.00125
H: 0.39001 6.47274 0.89404
H: -1.32655 6.19390 0.68678
H: 1.64537 5.56343 -1.06619
H: 0.00780 6.11383 -1.34502
H: 1.23381 3.50985 -2.50883
H: 0.02557 4.41310 -3.16230
H: 0.04423 2.13949 -1.29075
H: -1.39531 2.74777 -2.17870
H: -1.42047 3.14183 0.43805
H: -1.80455 4.36102 -0.80900
H: 1.59739 3.17321 -0.14852
H: 0.82568 3.15165 1.40274
H: 2.07694 5.28740 2.03180
H: 2.82928 5.35079 0.64278
H: 4.39871 4.20840 2.32653
H: 3.96202 3.07035 1.28147
H: 2.88965 3.08361 2.75459
P: 3.37578 1.17038 -3.05101
F: 3.87000 0.30492 -1.73387
F: 3.31772 -0.08181 -3.92539
F: 1.76407 0.82450 -2.57833
F: 2.84783 2.08909 -4.36542
F: 3.38398 2.47284 -2.07071
F: 4.95026 1.35933 -3.37280
P: -5.37457 -5.61953 -1.48077
F: -5.14804 -6.80864 -2.58093
F: -4.24592 -6.34171 -0.56192
F: -4.21781 -4.84073 -2.39622
F: -5.49447 -4.25046 -0.56558
F: -6.61210 -4.89453 -2.21005
F: -6.34200 -6.51436 -0.51992
P: -4.70522 0.98827 -1.42374
F: -5.89048 1.10078 -2.58641
F: -3.64951 0.92152 -2.66761
F: -4.65058 2.52127 -1.55601
F: -3.56185 0.90811 -0.29646
F: -5.90985 1.07586 -0.37179
F: -4.73715 -0.65633 -1.48326
P: 1.04565 -4.16636 -3.98185
F: 1.97498 -4.05613 -5.20348
F: 1.37642 -5.75487 -3.93925
F: 2.30386 -3.94474 -2.91660
F: -0.01499 -4.38921 -2.81231
F: 0.77940 -2.50553 -4.06526
F: -0.27069 -4.52123 -4.97672
P: -0.51419 1.39748 3.79827
F: 0.44185 0.06739 3.62342
F: -0.18945 1.46009 5.43189
F: 0.87201 2.29013 3.76064
F: -1.41267 2.70733 3.90332
F: -0.85925 1.41294 2.16147
F: -1.85350 0.54016 4.00225


Entry 6:
ORCA calculation (ωB97M-V/def2-TZVPD) on C32H48P2Zr as an isolated structure at a distorted geometry.

Calculated values
Total charge: +2
Spin multiplicity: 1
HOMO-LUMO gap in eV: 4.94

Element x y z (Å)
Zr: -1.08291 1.39086 0.74693
C: 0.65166 0.65684 3.15522
C: 1.56449 1.16788 2.18506
C: -0.18245 2.68010 2.41022
C: -0.41359 1.58566 3.30674
C: 1.01739 2.38014 1.64695
C: 0.87458 -0.52470 4.02124
H: 1.70093 -1.14813 3.65201
H: -0.02521 -1.15464 4.07968
H: 1.12540 -0.17104 5.03747
C: -1.46283 1.60523 4.36817
H: -1.30833 0.81423 5.11041
H: -2.46320 1.43276 3.95044
H: -1.46203 2.59749 4.85841
C: -0.97624 3.93809 2.32429
H: -0.70357 4.60615 3.15155
H: -2.05592 3.73782 2.38440
H: -0.79663 4.46768 1.38411
C: 1.73565 3.34103 0.76116
H: 2.60307 3.78964 1.27286
H: 1.07047 4.15741 0.45164
H: 2.09467 2.82519 -0.14150
C: 2.94069 0.68462 1.88669
H: 3.69550 1.32890 2.37377
H: 3.14039 0.70271 0.80253
H: 3.10163 -0.34039 2.25074
C: 0.69745 -2.29071 0.60483
C: 1.98899 -2.55916 0.82543
C: 3.14022 -2.48503 -0.13597
C: 2.94316 -1.93072 -1.55692
C: 2.86667 -0.43779 -1.71506
C: 1.77015 0.32067 -1.54614
C: 0.48778 -0.06158 -0.78576
C: 0.13649 -1.58381 -0.60948
H: 3.60521 -3.47627 -0.25188
H: 2.07250 -2.41063 -2.01693
H: 3.90848 -1.89484 0.37680
H: 0.30320 -2.10305 -1.56196
H: -0.02645 -2.40805 1.42029
H: 2.25406 -2.96078 1.81019
H: -0.96439 -1.63135 -0.46977
H: 0.55536 0.34214 0.29282
H: 1.77716 1.38334 -1.82345
H: -0.37859 0.41217 -1.30505
H: 3.83487 -2.24436 -2.13841
H: 3.81095 0.03937 -1.98720
P: -0.43802 -1.03142 -4.05123
P: -0.61228 1.91089 -3.90180
C: -0.57682 -0.22111 -5.76155
C: -1.05225 1.22288 -5.61564
H: -1.29526 -0.81191 -6.35680
H: 0.41777 -0.28164 -6.24470
H: -0.54627 1.84732 -6.36729
H: -2.14182 1.29827 -5.75263
C: -1.25080 3.58155 -4.33628
H: -0.72638 4.31376 -3.70964
H: -2.32748 3.60879 -4.12830
H: -1.07234 3.79678 -5.39950
C: 1.13091 2.23796 -4.44604
H: 1.16993 2.46964 -5.51883
H: 1.77288 1.37904 -4.22886
H: 1.48571 3.10925 -3.88580
C: -2.10364 -1.81896 -4.11885
H: -2.27999 -2.27364 -3.13616
H: -2.11100 -2.59311 -4.89859
H: -2.87850 -1.07153 -4.32945
C: 0.54005 -2.44860 -4.74612
H: 1.02225 -2.14697 -5.68653
H: -0.11957 -3.30567 -4.93868
H: 1.31045 -2.71369 -4.01599
C: -1.91196 -0.36671 1.56027
C: -2.25928 -1.05572 2.53685
C: -2.64823 -1.77415 3.68517
C: -3.66942 -1.27370 4.54084
C: -3.90295 -1.86842 5.77298
C: -3.12362 -2.95579 6.20674
C: -2.14691 -3.48152 5.34551
C: -1.90326 -2.90431 4.10719
H: -4.24085 -0.39015 4.23632
H: -4.69533 -1.49724 6.42088
H: -3.29508 -3.40146 7.18378
H: -1.57575 -4.35696 5.66183
H: -1.11176 -3.30279 3.45937